Entry 1:
Entry from the Open Molecules 2025 dataset: C3H8OS2 in the gas phase at a distorted geometry (ωB97M-V with the def2-TZVPD basis set).

Atoms and positions in Å:
1 O -0.060 1.881 -1.917
2 C -0.451 0.589 -1.464
3 C -0.146 0.458 0.037
4 C 0.862 -0.614 0.381
5 S 1.377 -0.553 2.054
6 S 0.348 -2.106 2.982
7 H -0.909 2.227 -2.342
8 H 0.144 -0.259 -1.963
9 H -1.546 0.396 -1.645
10 H -1.053 0.391 0.724
11 H 0.249 1.455 0.349
12 H 1.813 -0.418 -0.189
13 H 0.360 -1.629 0.111
14 H -0.989 -1.818 2.882

Computed properties:
- SMILES = OCCCSS
- total charge = 0
- relative energy (zero: lowest compared OMol25 entry of this formula, charge and spin) (kJ/mol) = 79.74
- highest occupied orbital energy (eV) = -8.778

---

Entry 2:
Entry from the Open Molecules 2025 dataset: 2 unconnected molecules or ions with the total composition C3H8OS2 (ωB97M-V with the def2-TZVPD basis set).

Atoms and positions in Å:
1 C -1.776 -3.037 2.972
2 C -0.596 -2.182 2.611
3 O -0.598 -1.461 1.655
4 H -2.576 -2.435 3.405
5 H -2.164 -3.507 2.065
6 H -1.537 -3.788 3.721
7 H 0.308 -2.220 3.250
8 C 1.829 2.680 -3.500
9 S 1.482 1.429 -2.275
10 S 0.369 2.475 -0.891
11 H 0.914 3.064 -3.929
12 H 2.345 3.523 -3.063
13 H 2.448 2.293 -4.315
14 H -0.447 3.167 -1.705

Computed properties:
- SMILES = CC=O.CSS
- total charge = 0
- relative energy (zero: lowest compared OMol25 entry of this formula, charge and spin) (kJ/mol) = 65.97
- highest occupied orbital energy (eV) = -8.273

---

Record order is preserved below.
Orbital gap: 9.25, 9.02 eV